Below is an isolated molecule of C3H8N4S in a non-equilibrium geometry, with properties calculated with ωB97M-V with the def2-TZVPD basis set.

Structure (XYZ):
```
16
Properties=species:S:1:pos:R:3:nbo_charge:R:1
H -1.023 -2.062 0.766 0.3500
N -0.095 -2.272 0.408 -0.6510
C 0.151 -1.205 -0.230 0.2121
S 1.573 -0.908 -1.218 0.4758
N 2.493 0.070 -0.203 -0.5603
C 2.196 0.320 1.056 -0.1143
N -0.729 -0.191 -0.360 -0.3276
C -0.504 1.225 -0.671 -0.4417
N -2.061 -0.372 -0.030 -0.6917
H 1.329 -0.102 1.365 0.1579
H 3.047 0.705 1.725 0.2050
H -0.548 1.873 0.349 0.1816
H -1.308 1.732 -1.299 0.2114
H 0.503 1.332 -1.225 0.2394
H -2.590 -0.619 -0.999 0.3756
H -2.433 0.474 0.568 0.3778
```

- Total charge: 0
- HOMO energy: -8.8 eV
- Structure (SMILES): [H]/N=C(/SN=C)N(C)N
- Energy above the lowest of the compared OMol25 structures with the same formula, charge and spin: 89.7 kcal/mol

---

Below is C8H21N3O10P2V as an isolated structure in a non-equilibrium geometry, with properties calculated with ωB97M-V with the def2-TZVPD basis set.

Structure (XYZ):
```
45
Properties=species:S:1:pos:R:3:nbo_charge:R:1
V -0.928 -0.597 0.858 1.1966
O -0.563 -3.735 0.141 -1.0230
P -1.424 -3.321 1.455 2.5314
O -2.074 -4.488 2.039 -1.0808
O -2.219 -2.098 0.975 -1.1334
O -0.268 -2.714 2.468 -1.1065
P 1.007 -1.704 2.242 2.5282
O 1.887 -1.980 3.529 -0.9725
O 0.421 -0.290 2.284 -1.1068
O 1.734 -2.054 0.999 -1.1487
H -0.023 -4.510 0.336 0.5138
H 1.439 -1.729 4.344 0.5145
N 1.039 -1.819 -1.531 -0.7424
C 0.062 -1.732 -2.672 -0.2308
C -1.379 -1.688 -2.215 -0.2347
N -1.633 -0.575 -1.286 -0.8595
H 1.769 -2.509 -1.689 0.4264
H 0.608 -2.105 -0.636 0.4854
H 1.499 -0.869 -1.429 0.4743
H 0.212 -2.585 -3.328 0.2212
H 0.318 -0.831 -3.228 0.2136
H -1.624 -2.608 -1.690 0.2382
H -1.996 -1.634 -3.115 0.1988
H -2.608 -0.609 -1.002 0.4092
H -1.462 0.333 -1.715 0.3931
O -0.532 2.340 -1.098 -0.7199
C -1.097 2.407 0.001 0.6887
C -1.564 3.719 0.601 -0.5067
C -2.195 3.316 1.930 -0.5143
C -2.033 1.806 1.950 0.6590
O -2.430 1.048 2.805 -0.5742
N -1.374 1.356 0.806 -0.7502
H -2.257 4.193 -0.094 0.2354
H -0.707 4.384 0.700 0.2354
H -3.252 3.563 2.009 0.2387
H -1.696 3.737 2.802 0.2404
C 3.307 2.618 -1.055 -0.6347
C 2.801 1.266 -0.607 -0.0643
O 1.940 0.689 -1.616 -0.7739
H 3.940 3.058 -0.280 0.2180
H 2.473 3.299 -1.238 0.2175
H 3.890 2.534 -1.973 0.2112
H 2.266 1.342 0.336 0.1875
H 3.618 0.561 -0.466 0.1851
H 1.110 1.216 -1.646 0.5160
```

- Expectation value of S²: 0.755
- Total charge: 0
- HOMO energy (alpha / beta): -6.9 / -6.4 eV
- 2S+1: 2
- Energy above the lowest of the compared OMol25 structures with the same formula, charge and spin: 31.5 kcal/mol

---

Below is a 2-piece molecular cluster, C10H16O overall in a non-equilibrium geometry, with properties calculated with ωB97M-V with the def2-TZVPD basis set.

Structure (XYZ):
```
27
Properties=species:S:1:pos:R:3:nbo_charge:R:1
C 2.560 -0.176 0.606 -0.6025
C 1.236 0.329 0.040 -0.4130
C 0.083 0.183 1.015 -0.0458
C -0.264 -1.101 1.457 -0.1958
C -1.424 -1.251 2.206 -0.2747
C -2.153 -0.135 2.610 0.2812
O -3.267 -0.252 3.398 -0.6704
C -1.725 1.125 2.259 -0.2599
C -0.549 1.296 1.515 -0.1878
H 2.616 -1.246 0.809 0.2020
H 2.868 0.373 1.497 0.2062
H 3.350 -0.039 -0.134 0.2070
H 1.343 1.367 -0.275 0.2072
H 1.017 -0.255 -0.856 0.2101
H 0.458 -1.900 1.557 0.2177
H -1.655 -2.234 2.619 0.2022
H -3.444 -1.187 3.580 0.4782
H -2.334 1.965 2.585 0.2217
H -0.277 2.322 1.314 0.2153
C -0.118 0.753 -3.229 -0.6115
C 0.466 -0.566 -3.741 -0.6104
H -0.639 1.260 -4.042 0.2041
H -0.730 0.628 -2.355 0.2087
H 0.676 1.471 -3.007 0.2003
H -0.255 -1.169 -4.279 0.2077
H 0.757 -1.216 -2.908 0.1958
H 1.404 -0.344 -4.242 0.2066
```

- Total charge: 0
- HOMO energy: -8.3 eV
- Structure (SMILES): CCc1ccc(O)cc1.CC
- Energy above the lowest of the compared OMol25 structures with the same formula, charge and spin: 28.6 kcal/mol

---

Below is C33H42CaGeN8OPS as an isolated structure in a non-equilibrium geometry, with properties calculated with ωB97M-V with the def2-TZVPD basis set.

Structure (XYZ):
```
88
Properties=species:S:1:pos:R:3:mulliken_charge:R:1
Ca 0.353 0.288 1.035 2.6219
C -0.667 -4.704 -1.942 -0.8970
N 0.031 -3.795 -1.050 0.3576
C 1.360 -3.839 -0.736 -0.4724
C 1.584 -2.792 0.114 -1.1878
N 0.421 -2.111 0.319 0.0441
C -0.505 -2.731 -0.391 -0.1795
P -2.281 -2.331 -0.468 -0.5224
C -2.488 -1.722 1.241 -0.3295
N -1.879 -0.697 1.814 0.6739
C -2.342 -0.643 3.095 -0.5639
C -3.252 -1.642 3.300 -0.7925
N -3.333 -2.328 2.123 0.1919
C -4.196 -3.467 1.860 -0.8423
C -2.135 -0.724 -1.308 -0.5907
N -1.139 0.132 -1.174 1.2233
C -1.423 1.186 -1.992 -1.0328
C -2.606 0.957 -2.639 -0.6933
N -3.054 -0.256 -2.197 0.2967
C -4.269 -0.926 -2.624 -0.8639
H 0.052 -5.379 -2.395 0.3340
H -1.171 -4.149 -2.732 0.3548
H -1.406 -5.291 -1.397 0.3496
H 2.011 -4.598 -1.134 0.5214
H 2.509 -2.494 0.580 0.5935
H -2.000 0.102 3.796 0.3425
H -3.817 -1.931 4.170 0.4211
H -4.735 -3.717 2.769 0.3239
H -3.613 -4.332 1.548 0.3154
H -4.918 -3.229 1.081 0.3219
H -0.764 2.035 -2.070 0.6691
H -3.156 1.546 -3.354 0.4711
H -4.788 -0.297 -3.341 0.3278
H -4.931 -1.108 -1.779 0.3136
H -4.037 -1.878 -3.099 0.3301
C 1.934 -2.047 -4.062 -1.3289
C 3.000 -0.953 -4.245 2.4288
C 2.339 0.320 -4.793 -1.5377
C 4.024 -1.453 -5.265 -2.3241
C 3.631 -0.640 -2.888 -0.2875
C 5.011 -0.718 -2.659 -0.3635
C 5.573 -0.436 -1.423 -1.3014
C 4.730 -0.078 -0.383 0.7919
S 5.087 0.277 1.283 -0.4259
C 3.373 0.513 1.591 0.4641
N 2.626 0.355 0.536 -0.3995
C 3.348 0.016 -0.589 -2.0907
C 2.808 -0.256 -1.840 1.1167
C 2.845 0.800 2.922 1.0231
C 3.734 1.137 3.952 -0.9972
C 3.257 1.403 5.219 -0.7469
C 1.890 1.329 5.451 -0.9303
C 1.023 0.994 4.418 -0.2537
C 1.445 0.717 3.111 0.0922
H 1.503 -2.318 -5.028 0.5365
H 1.124 -1.709 -3.410 0.0428
H 2.381 -2.939 -3.617 0.2872
H 1.879 0.121 -5.764 0.4654
H 3.078 1.112 -4.920 0.3909
H 1.563 0.682 -4.115 0.1478
H 3.523 -1.676 -6.207 0.4327
H 4.513 -2.366 -4.921 0.4420
H 4.788 -0.703 -5.471 0.4541
H 5.679 -1.013 -3.456 0.5187
H 6.643 -0.499 -1.276 0.4131
H 1.733 -0.162 -1.959 0.3785
H 4.800 1.206 3.757 0.3459
H 3.938 1.662 6.019 0.3869
H 1.506 1.537 6.444 0.4362
H -0.038 0.945 4.662 0.0931
O -0.033 2.538 0.497 -0.1889
N -0.139 3.482 1.274 -0.3514
C -3.576 3.637 3.851 -1.1261
Ge -2.668 4.079 2.158 0.3606
C -2.372 6.009 1.988 -1.1594
C -3.508 3.313 0.553 -1.0502
C -0.813 3.228 2.452 -0.1141
H -4.602 4.003 3.828 0.3974
H -3.058 4.128 4.676 0.3667
H -3.594 2.565 4.041 0.3304
H -3.304 6.539 2.183 0.3949
H -2.025 6.264 0.988 0.3589
H -1.627 6.342 2.709 0.3912
H -4.518 3.719 0.482 0.4764
H -3.563 2.225 0.586 0.1901
H -2.950 3.615 -0.333 0.3310
H -0.933 2.172 2.705 -0.2534
H -0.425 3.847 3.260 0.5133
```

- Total charge: +1
- HOMO energy: -10.0 eV
- Energy above the lowest of the compared OMol25 structures with the same formula, charge and spin: 45.9 kcal/mol

---

Below is C18H36O12S3 as an isolated structure in a non-equilibrium geometry, with properties calculated with ωB97M-V with the def2-TZVPD basis set.

Structure (XYZ):
```
69
Properties=species:S:1:pos:R:3:nbo_charge:R:1
C 2.946 -1.326 -3.200 -0.6537
C 2.088 -0.204 -3.671 0.0569
C 0.627 -0.617 -3.593 -0.0880
O 0.045 0.581 -3.241 -0.5067
C 0.917 1.486 -2.908 1.0057
O 0.708 2.658 -2.461 -0.5661
O 2.106 0.924 -2.888 -0.4615
H 3.926 -0.909 -2.968 0.2268
H 3.003 -2.222 -3.818 0.2322
H 2.547 -1.639 -2.235 0.2490
H 2.437 0.067 -4.667 0.1857
H 0.434 -1.438 -2.902 0.2388
H 0.225 -0.885 -4.570 0.2221
C -2.055 0.351 6.484 -0.6200
C -1.418 1.013 5.301 0.0490
C -0.056 0.614 4.907 -0.1102
O -0.205 0.365 3.518 -0.5241
C -1.465 0.427 3.150 1.0615
O -1.811 0.234 2.011 -0.5647
O -2.173 0.648 4.227 -0.4483
H -1.501 0.579 7.395 0.2187
H -2.111 -0.732 6.380 0.2341
H -3.086 0.683 6.605 0.2359
H -1.532 2.094 5.389 0.1897
H 0.066 -0.432 5.188 0.2150
H 0.802 1.286 4.899 0.2307
C -1.561 0.172 -1.633 -0.6981
C -0.256 0.360 -0.863 0.0878
C -0.373 0.195 0.681 -0.2764
O 0.242 -1.023 0.829 -0.5653
C 0.929 -1.399 -0.296 1.0142
O 1.689 -2.347 -0.444 -0.6403
O 0.728 -0.494 -1.195 -0.5441
H -2.241 0.949 -1.286 0.2435
H -1.934 -0.838 -1.462 0.1849
H -1.437 0.294 -2.709 0.2117
H 0.066 1.391 -1.006 0.2129
H -1.377 0.219 1.104 0.3292
H 0.328 0.929 1.076 0.2156
C 2.081 0.288 1.859 -0.8719
S 1.210 1.804 2.433 1.1752
O 0.137 2.157 1.389 -0.9243
C 2.610 3.046 2.193 -0.8078
H 2.274 0.642 0.846 0.2257
H 1.537 -0.648 1.731 0.2916
H 3.047 0.164 2.349 0.2405
H 2.866 3.226 1.148 0.2485
H 3.296 2.845 3.015 0.2275
H 2.188 4.045 2.302 0.2447
C -1.203 -3.636 0.670 -0.8108
S -1.102 -2.549 2.138 1.1762
O -1.720 -3.245 3.345 -0.9906
C 0.645 -2.023 2.446 -0.8063
H -2.204 -3.505 0.259 0.2369
H -1.143 -4.708 0.856 0.2369
H -0.377 -3.330 0.029 0.2318
H 0.596 -0.946 2.606 0.2659
H 1.349 -2.289 1.658 0.2331
H 0.989 -2.546 3.339 0.1917
C -1.576 0.163 -4.018 -0.9902
S -2.832 1.070 -5.063 1.1844
O -2.944 2.447 -4.436 -1.0011
C -1.725 1.370 -6.535 -0.8101
H -1.265 -0.722 -4.573 0.1984
H -1.976 -0.075 -3.032 0.3044
H -0.771 0.832 -3.717 0.3662
H -1.896 2.277 -7.115 0.2438
H -1.645 0.453 -7.119 0.2099
H -0.711 1.380 -6.135 0.1957
```

- Total charge: 0
- HOMO energy: -7.5 eV
- Energy above the lowest of the compared OMol25 structures with the same formula, charge and spin: 705.9 kcal/mol

---

Below is C20H27F5NO2S4V as an isolated structure in a non-equilibrium geometry, with properties calculated with ωB97M-V with the def2-TZVPD basis set.

Structure (XYZ):
```
60
Properties=species:S:1:pos:R:3:nbo_charge:R:1
V -0.435 -0.277 -0.931 1.1585
C -2.826 -2.402 -1.733 -0.4921
C -3.702 -1.082 -1.571 -0.5286
S -2.921 0.355 -0.781 0.3059
C -2.995 1.755 -2.009 -0.4915
C -1.631 2.356 -2.425 -0.5319
S -0.658 1.022 -3.107 0.3024
C 1.048 1.633 -3.178 -0.5283
C 1.962 0.282 -3.310 -0.5085
S 1.806 -0.916 -1.900 0.2810
C 1.352 -2.544 -2.649 -0.4916
C 0.046 -3.137 -2.186 -0.5406
S -1.254 -1.933 -2.600 0.2959
H -3.324 -3.174 -2.307 0.2672
H -2.609 -2.782 -0.705 0.2491
H -4.620 -1.273 -1.023 0.2738
H -3.994 -0.734 -2.547 0.2426
H -3.549 2.588 -1.560 0.2706
H -3.393 1.402 -2.889 0.2357
H -1.020 2.810 -1.673 0.2452
H -1.815 3.086 -3.238 0.2637
H 1.306 2.200 -2.244 0.2478
H 1.266 2.319 -4.010 0.2678
H 3.006 0.594 -3.426 0.2677
H 1.689 -0.231 -4.223 0.2440
H 2.150 -3.155 -2.362 0.2655
H 1.263 -2.363 -3.731 0.2453
H 0.150 -3.282 -1.090 0.2592
H -0.151 -4.188 -2.554 0.2827
F -1.121 -3.810 5.328 -0.2536
C -0.923 -3.314 4.122 0.2962
C -1.703 -2.228 3.785 0.3012
F -2.601 -1.865 4.663 -0.2565
C -1.504 -1.608 2.543 0.2704
F -2.191 -0.486 2.260 -0.2862
C -0.549 -2.079 1.672 0.1758
O -0.347 -1.441 0.489 -0.8193
C 0.194 -3.257 1.988 0.3011
F 0.996 -3.758 1.083 -0.2791
C 0.087 -3.752 3.285 0.2814
F 0.874 -4.735 3.750 -0.2683
O 0.166 1.590 -0.182 -0.7452
C 0.301 2.138 0.937 0.7762
C 0.644 3.579 0.981 -0.4998
C 2.033 3.696 1.544 -0.4207
C 2.995 2.490 1.546 -0.4240
C 2.788 1.442 2.616 -0.4163
C 1.514 0.618 2.351 -0.2115
N 0.339 1.484 2.118 -0.5908
H 0.028 4.142 1.625 0.2648
H 0.588 3.985 -0.105 0.2275
H 2.060 4.166 2.537 0.2316
H 2.475 4.514 0.952 0.2474
H 3.959 2.967 1.856 0.2531
H 3.109 2.002 0.597 0.2009
H 2.796 1.841 3.663 0.2253
H 3.525 0.719 2.458 0.2338
H 1.309 -0.126 3.154 0.2319
H 1.663 -0.010 1.475 0.1978
H 0.351 2.169 2.872 0.3963
```

- Expectation value of S²: 2.031
- Total charge: +2
- HOMO energy (alpha / beta): -14.1 / -14.1 eV
- 2S+1: 3
- Energy above the lowest of the compared OMol25 structures with the same formula, charge and spin: 5.7 kcal/mol